P.
Formula: C7H12N3O
Source: the Open Molecules 2025 dataset
Level of theory: the ωB97M-V functional and the def2-TZVPD basis

For the HOMO energy, the calculation gives -13.62 eV. The orbital gap is 9.46 eV.

Geometry as ORCA input:
```
! wB97M-V def2-TZVPD RIJCOSX def2/J DEFGRID3
* xyz 1 1
H 2.450 -0.579 1.574
H 2.542 1.904 -0.949
H 0.617 -0.995 1.541
H -2.409 2.414 -0.303
C -3.743 -0.545 0.043
C -1.372 0.521 -0.105
H 2.233 -1.509 -1.292
C -2.636 -1.400 -0.015
O 0.579 1.207 -0.128
C 1.400 -0.780 -1.013
H 1.244 0.530 2.011
N -1.489 -0.741 -0.044
C 1.452 -0.340 1.402
N 1.520 0.244 0.028
H -4.737 -0.924 0.218
C 2.760 1.052 -0.225
H 2.968 1.533 0.748
N -3.550 0.733 -0.047
H 1.071 -0.288 -2.010
H 3.477 0.389 -0.538
H -2.582 -2.409 -0.012
H 0.656 -1.423 -0.710
C -2.450 1.406 -0.176
*
```

***

Q.
Formula: C7H12N3O
Source: the Open Molecules 2025 dataset
Level of theory: the ωB97M-V functional and the def2-TZVPD basis

For the HOMO energy, the calculation gives -12.32 eV. Its SMILES is CC1(C)[NH2+]Cc2c(N)noc21. The orbital gap is 8.99 eV.

Geometry as ORCA input:
```
! wB97M-V def2-TZVPD RIJCOSX def2/J DEFGRID3
* xyz 1 1
C 1.456 2.047 0.058
N -0.330 -1.704 2.288
O 0.742 -0.999 1.842
N -0.247 0.823 -1.343
H -0.261 1.809 -1.569
N -2.422 -2.314 1.484
H 1.511 -1.060 -1.340
C 1.035 0.692 -0.412
C 0.326 -0.300 0.803
C 2.102 -0.159 -0.949
H 1.820 2.683 -0.719
H -0.330 0.202 -2.126
H 2.656 0.307 -1.807
C -1.315 -1.562 1.429
C -0.988 -0.571 0.492
H -3.227 -2.341 0.838
H 2.745 -0.272 -0.216
H 2.341 2.034 0.688
H 0.576 2.444 0.610
H -2.473 -3.012 2.215
H -2.049 -0.256 -1.397
H -2.179 1.163 -0.274
C -1.490 0.347 -0.594
*
```

***

Energy ordering: Q at the bottom, the next structure 227.4 kJ/mol above.

***

P.
Formula: CHOP
Source: the Open Molecules 2025 dataset
Level of theory: the ωB97M-V functional and the def2-TZVPD basis

For the HOMO energy, the calculation gives -9.15 eV. Its SMILES is O=C=P. The orbital gap is 8.98 eV.

Geometry as ORCA input:
```
! wB97M-V def2-TZVPD RIJCOSX def2/J DEFGRID3
* xyz 0 1
O 0.115 -1.795 0.530
P -0.270 0.706 -0.689
C 0.178 -0.689 0.094
H -0.024 1.779 0.065
*
```

***

Q.
Formula: CHOP
Source: the Open Molecules 2025 dataset
Level of theory: the ωB97M-V functional and the def2-TZVPD basis

For the HOMO energy, the calculation gives -8.11 eV. The orbital gap is 7.60 eV.

Geometry as ORCA input:
```
! wB97M-V def2-TZVPD RIJCOSX def2/J DEFGRID3
* xyz 0 1
H 1.683 -0.151 -0.235
C 0.200 -0.168 0.136
O -0.499 0.983 0.041
P -1.385 -0.664 0.058
*
```

***

Energy ordering: P at the bottom, the next structure 312.0 kJ/mol above.

***

P.
Formula: C4H6NO
Source: the Open Molecules 2025 dataset
Level of theory: the ωB97M-V functional and the def2-TZVPD basis

For the HOMO energy, the calculation gives -14.65 eV. The orbital gap is 7.19 eV.

Geometry as ORCA input:
```
! wB97M-V def2-TZVPD RIJCOSX def2/J DEFGRID3
* xyz 1 1
O 0.147 1.400 0.077
H -2.836 -1.306 1.245
N 0.681 0.059 0.398
H -0.377 0.228 -1.658
H 2.441 -0.097 -0.724
C -2.472 -0.653 0.451
C 2.088 -0.224 0.218
H 2.583 0.306 0.988
H -2.331 1.079 -0.772
H 2.250 -1.335 0.542
C -1.879 0.220 -0.199
C -0.295 0.321 -0.564
*
```

***

Q.
Formula: C4H6NO
Source: the Open Molecules 2025 dataset
Level of theory: the ωB97M-V functional and the def2-TZVPD basis

For the HOMO energy, the calculation gives -14.74 eV. Its SMILES is C=CO[C@@H]1C=[NH+]1. The orbital gap is 9.38 eV.

Geometry as ORCA input:
```
! wB97M-V def2-TZVPD RIJCOSX def2/J DEFGRID3
* xyz 1 1
C 1.277 0.932 0.350
N 1.216 -0.630 0.371
H -2.304 -0.533 -0.709
O 0.109 1.545 0.291
H 1.938 1.325 1.034
H 1.001 -1.556 0.505
C -0.964 0.917 -0.401
H -1.250 1.448 -1.263
H 2.293 -0.284 -1.493
C 1.812 -0.069 -0.562
C -1.536 -0.197 0.054
H -1.202 -0.650 0.866
*
```

***

Energy ordering: Q at the bottom, the next structure 299.4 kJ/mol above.

***

P.
Formula: C2H5N3O3
Source: the Open Molecules 2025 dataset
Level of theory: the ωB97M-V functional and the def2-TZVPD basis

For the HOMO energy, the calculation gives -9.74 eV. Its SMILES is [H]/N=C(/NO)N(O)C=O. The orbital gap is 10.46 eV.

Geometry as ORCA input:
```
! wB97M-V def2-TZVPD RIJCOSX def2/J DEFGRID3
* xyz 0 1
H -2.588 0.182 -0.495
O 2.536 -0.174 -0.459
C -0.812 0.662 0.108
C 1.560 0.530 -0.407
H -1.305 -2.007 0.148
N -1.150 1.887 0.068
N 0.475 0.227 0.400
H -0.416 2.535 0.575
O -1.393 -1.445 -0.644
H 1.553 -1.136 0.678
H 1.526 1.592 -0.870
N -1.819 -0.278 -0.030
O 0.631 -1.028 0.940
*
```

***

Q.
Formula: C2H5N3O3
Source: the Open Molecules 2025 dataset
Level of theory: the ωB97M-V functional and the def2-TZVPD basis

For the HOMO energy, the calculation gives -9.23 eV. Its SMILES is N/N=C(\NO)C(=O)O. The orbital gap is 9.07 eV.

Geometry as ORCA input:
```
! wB97M-V def2-TZVPD RIJCOSX def2/J DEFGRID3
* xyz 0 1
H -0.495 2.267 1.049
N 0.872 -1.340 -0.196
H 1.096 1.013 -0.744
N 0.357 0.773 -0.169
H 2.428 0.010 0.746
O -2.554 0.131 -0.035
H 2.610 -1.710 0.512
O -2.039 -1.966 0.150
C -1.685 -0.824 -0.276
C -0.177 -0.496 -0.364
H -2.118 0.867 -0.581
O -0.477 2.098 -0.030
N 2.182 -0.822 -0.062
*
```

***

Energy ordering: P at the bottom, the next structure 200.3 kJ/mol above.

***

P.
Formula: C3HO3S
Source: the Open Molecules 2025 dataset
Level of theory: the ωB97M-V functional and the def2-TZVPD basis

For the HOMO energy (spin up / spin down), the calculation gives -4.33 / -4.54 eV. The orbital gap (spin up / spin down) is 7.19 / 7.52 eV.

Geometry as ORCA input:
```
! wB97M-V def2-TZVPD RIJCOSX def2/J DEFGRID3
* xyz -1 1
C -2.282 -1.123 0.379
C 0.137 -0.565 -0.087
O 1.704 -2.302 0.649
O 2.360 -0.154 0.085
H 0.140 0.479 -0.596
S -1.012 -1.590 -0.665
O -2.713 -0.158 0.935
C 1.514 -1.109 0.313
*
```

***

Q.
Formula: C3HO3S
Source: the Open Molecules 2025 dataset
Level of theory: the ωB97M-V functional and the def2-TZVPD basis

For the HOMO energy, the calculation gives -3.75 eV. The orbital gap is 7.64 eV.

Geometry as ORCA input:
```
! wB97M-V def2-TZVPD RIJCOSX def2/J DEFGRID3
* xyz -1 1
H -0.042 -1.167 -0.046
C -1.775 0.053 -0.004
C -0.341 -0.201 0.178
C 2.890 0.516 0.262
O 2.853 -0.598 -0.060
O -1.713 -0.176 -1.223
O -2.485 0.477 0.866
S 0.613 1.095 0.027
*
```

***

Energy ordering: Q at the bottom, the next structure 102.2 kJ/mol above.

***

P.
Formula: C9H14NS
Source: the Open Molecules 2025 dataset
Level of theory: the ωB97M-V functional and the def2-TZVPD basis

For the HOMO energy, the calculation gives -12.95 eV. Its SMILES is C#C[C@H]1[NH2+][C@@H]2CCCC[C@@H]2S1. The orbital gap is 9.75 eV.

Geometry as ORCA input:
```
! wB97M-V def2-TZVPD RIJCOSX def2/J DEFGRID3
* xyz 1 1
C 3.771 -0.077 0.042
C -1.828 -1.340 0.403
C 0.354 -0.786 -0.712
N 1.604 1.220 0.101
S 1.374 -1.287 0.799
H -0.345 0.708 1.763
H -2.651 0.382 -0.435
H 2.448 0.657 1.898
H 2.112 1.230 -0.683
C -0.889 0.974 0.699
C 4.835 -0.156 -0.534
H -2.654 0.426 1.446
C 0.193 0.698 -0.335
C -2.189 0.145 0.505
C -0.967 -1.611 -0.859
H -0.991 2.100 0.754
H 1.097 -0.854 -1.459
C 2.294 0.237 0.958
H -2.791 -1.867 0.374
H -0.149 1.060 -1.348
H -0.870 -2.609 -0.815
H 1.366 2.050 0.603
H -1.290 -1.543 1.218
H 5.524 -0.532 -1.237
H -1.365 -1.220 -1.715
*
```

***

Q.
Formula: C9H14NS
Source: the Open Molecules 2025 dataset
Level of theory: the ωB97M-V functional and the def2-TZVPD basis

For the HOMO energy, the calculation gives -12.60 eV. The orbital gap is 7.35 eV.

Geometry as ORCA input:
```
! wB97M-V def2-TZVPD RIJCOSX def2/J DEFGRID3
* xyz 1 1
H 0.860 -0.798 -2.064
H 2.108 -1.062 1.059
H 1.308 2.412 0.306
H -0.627 0.262 -2.428
H -0.491 2.190 0.327
C 2.070 0.007 0.772
C -0.231 -0.735 -2.084
H 2.855 0.555 1.283
H -0.498 -1.400 -2.833
C 0.407 1.697 -0.017
C -0.042 -0.142 3.173
S -1.585 -0.693 3.880
C 0.721 0.593 0.808
H -3.309 -1.173 2.367
H 0.797 0.275 3.705
H -2.610 -1.117 -0.322
C -0.221 0.037 1.787
H 2.302 -0.059 -0.346
C -2.365 -0.718 2.279
H 0.644 1.677 -1.140
H -1.896 0.590 -0.396
C -1.523 -0.383 1.311
H -0.361 -1.822 -0.285
N -0.587 -0.969 -0.732
C -1.709 -0.450 -0.164
*
```

***

Energy ordering: Q at the bottom, the next structure 205.2 kJ/mol above.

***

P.
Formula: C6H9N3O
Source: the Open Molecules 2025 dataset
Level of theory: the ωB97M-V functional and the def2-TZVPD basis

For the HOMO energy, the calculation gives -9.38 eV. Its SMILES is C#C[C@@H]1N[C@@]1(CN)C(N)=O. The orbital gap is 10.02 eV.

Geometry as ORCA input:
```
! wB97M-V def2-TZVPD RIJCOSX def2/J DEFGRID3
* xyz 0 1
N 1.021 -0.661 -0.933
N -1.171 -2.311 0.584
C -0.554 -1.207 1.004
H 2.014 -0.662 1.017
H 3.130 3.360 0.040
H -0.220 1.664 -0.906
H 1.200 -1.662 -0.907
C 0.074 -0.206 0.072
C -0.825 0.940 -0.336
H -1.843 -2.330 1.600
C 1.545 -0.013 0.272
H -2.664 1.152 -1.211
C 2.175 1.287 0.147
N -1.970 0.426 -1.070
H -1.181 1.445 0.572
O -1.070 -0.870 2.107
C 2.708 2.371 0.079
H -0.683 -2.829 -0.137
H -1.687 0.106 -1.993
*
```

***

Q.
Formula: C6H9N3O
Source: the Open Molecules 2025 dataset
Level of theory: the ωB97M-V functional and the def2-TZVPD basis

For the HOMO energy, the calculation gives -8.80 eV. Its SMILES is Cc1n[nH]c(=O)n1C1CC1. The orbital gap is 9.77 eV.

Geometry as ORCA input:
```
! wB97M-V def2-TZVPD RIJCOSX def2/J DEFGRID3
* xyz 0 1
H -2.850 -1.594 -0.437
N 1.923 0.902 -0.269
C 0.908 -1.174 0.084
H 0.837 3.277 0.484
H -0.450 2.791 -0.637
C 0.076 2.492 0.098
C -1.338 -0.371 0.518
C -2.397 0.427 -0.041
H -1.628 -0.940 -1.424
C 0.724 1.110 -0.023
H -3.340 0.766 0.323
N 2.059 -0.425 -0.186
C -2.182 -0.880 -0.636
N 0.008 -0.089 0.257
O 0.746 -2.316 0.202
H 2.952 -0.985 -0.393
H -1.746 -0.943 1.602
H -1.901 1.370 -0.609
H -0.515 2.440 0.859
*
```

***

R.
Formula: C6H9N3O
Source: the Open Molecules 2025 dataset
Level of theory: the ωB97M-V functional and the def2-TZVPD basis

For the HOMO energy (spin up / spin down), the calculation gives -8.48 / -8.48 eV. The orbital gap (spin up / spin down) is 8.78 / 8.78 eV.

Geometry as ORCA input:
```
! wB97M-V def2-TZVPD RIJCOSX def2/J DEFGRID3
* xyz 0 1
N -0.846 0.012 -0.078
C -2.887 0.383 0.729
C -1.798 -0.016 -1.062
H -1.570 -0.088 -2.063
C 1.294 2.075 0.426
H 0.379 -2.498 -0.176
H 0.305 -2.036 -2.006
H 1.198 2.923 -0.365
N 1.513 0.736 -0.065
C 0.935 -2.093 -1.117
H -3.784 0.844 1.300
N -2.996 0.213 -0.602
O 2.733 0.279 -0.168
H -1.036 0.325 2.139
C 0.500 -0.033 -0.335
H 2.075 -2.075 -1.262
H 2.080 2.406 1.106
C -1.533 0.242 1.123
H 0.467 2.171 1.004
*
```

***

Energy ordering: Q at the bottom, the next structure 76.0 kJ/mol above.